Density functional theory data (ωB97M-V with the def2-TZVPD basis set) for 9 unconnected molecules or ions with the total composition C35H68O18S7 in a non-equilibrium geometry.

## Properties
Orbital gap (alpha / beta) (eV): 6.5 / 2.6
Multiplicity: 2
HOMO (alpha / beta) (eV): -11.45 / -11.45
Net charge: +1
⟨S²⟩: 0.757

XYZ file:
```
128
Properties=species:S:1:pos:R:3:lowdin_spin:R:1
C -3.7311 -2.5187 1.5992 0.00
C -5.2001 -2.6076 1.9851 0.00
C -5.5989 -3.9961 2.5252 0.00
O -5.7730 -3.8016 3.9283 0.00
C -5.6195 -2.4998 4.2637 0.00
O -5.6925 -2.0932 5.4307 0.00
O -5.3461 -1.7796 3.1317 0.00
H -3.3706 -3.4001 1.0689 0.00
H -3.0898 -2.3974 2.4722 0.00
H -3.4774 -1.6747 0.9577 0.00
H -5.8832 -2.4249 1.1556 0.00
H -4.8440 -4.7820 2.5001 0.00
H -6.4353 -4.4418 1.9870 0.00
C 3.3874 2.1273 5.6496 0.09
C 2.6739 3.0480 4.6456 0.10
O 3.1535 4.1239 4.3360 0.69
C 1.3459 2.6003 4.0233 0.10
H 2.6489 1.7515 6.3578 0.01
H 4.2094 2.5632 6.2174 0.00
H 3.8443 1.3455 5.0429 0.00
H 1.4667 1.8100 3.2824 0.00
H 0.8243 3.4518 3.5863 0.00
H 0.7404 2.2818 4.8718 0.01
C 0.7815 -0.4741 -0.9427 0.00
C 0.8444 1.0921 -0.6607 0.00
C 0.4835 1.2112 0.8517 0.00
S -1.0073 0.0679 1.0288 0.00
O -2.2033 0.7247 0.6040 0.00
O -0.9077 -0.5068 2.3594 0.00
C -0.4533 -1.1369 -0.2664 0.00
H 1.6116 -0.9572 -0.4274 0.00
H 0.8279 -0.6727 -2.0135 0.00
H 0.1800 1.6469 -1.3232 0.00
H 1.8653 1.4245 -0.8487 0.00
H 0.1271 2.1635 1.2443 0.00
H 1.3499 0.8089 1.3768 0.00
H -1.2765 -1.4822 -0.8919 0.00
H -0.0536 -2.0187 0.2344 0.00
C 1.5707 3.0368 -3.9383 0.00
C 1.8943 4.4510 -3.4483 0.00
C 3.2800 4.8532 -4.0245 0.00
S 4.1829 3.2948 -4.5179 0.00
O 5.3881 3.1159 -3.7044 0.00
O 4.2894 3.3951 -5.9753 0.00
C 2.8497 2.1954 -3.9581 0.00
H 1.1099 3.1297 -4.9217 0.00
H 0.8436 2.5324 -3.3019 0.00
H 2.0044 4.5553 -2.3689 0.00
H 1.1053 5.1498 -3.7264 0.00
H 3.9732 5.3013 -3.3125 0.00
H 3.2626 5.5621 -4.8523 0.00
H 3.1892 1.8925 -2.9676 0.00
H 2.9095 1.3665 -4.6634 0.00
C 2.1770 -5.0907 2.0347 0.00
C 0.8255 -5.0025 2.6770 0.00
C -0.0711 -6.0674 1.8913 0.00
S 0.4235 -5.9533 0.0765 0.00
O -0.5289 -4.9865 -0.5788 0.00
O 0.7924 -7.2711 -0.4061 0.00
C 1.9229 -4.9989 0.4741 0.00
H 2.6349 -5.9888 2.4493 0.00
H 2.8930 -4.3198 2.3195 0.00
H 0.4363 -3.9857 2.6249 0.00
H 0.9156 -5.1285 3.7560 0.00
H -1.1550 -6.1641 1.9542 0.00
H 0.2844 -7.0685 2.1355 0.00
H 1.6805 -3.9634 0.2355 0.00
H 2.7009 -5.3385 -0.2097 0.00
C 0.6239 -4.9299 -4.3173 0.00
C -0.7152 -4.2311 -4.0013 0.00
C -0.4294 -2.7292 -3.7134 0.00
S 0.7602 -2.2816 -5.0073 0.00
O 1.8098 -1.5072 -4.3353 0.00
O 0.0675 -1.7354 -6.1837 0.00
C 1.3986 -4.0552 -5.3541 0.00
H 0.4854 -5.9653 -4.6286 0.00
H 1.2050 -5.0044 -3.3982 0.00
H -1.2211 -4.7667 -3.1979 0.00
H -1.3312 -4.3744 -4.8890 0.00
H 0.1636 -2.6920 -2.7995 0.00
H -1.2417 -2.0030 -3.7429 0.00
H 2.4734 -3.9035 -5.2549 0.00
H 1.2278 -4.3075 -6.4007 0.00
C -4.6454 2.2349 5.8367 0.00
C -4.0514 0.9118 5.5372 0.00
C -3.4574 0.9637 4.1370 0.00
S -3.1998 2.7070 3.6378 0.00
O -4.2070 3.0403 2.6128 0.00
O -1.8106 3.0819 3.5220 0.00
C -3.7820 3.2926 5.2520 0.00
H -4.7537 2.4347 6.9027 0.00
H -5.6640 2.4136 5.4921 0.00
H -4.6597 0.0271 5.7252 0.00
H -3.3198 0.7327 6.3251 0.00
H -4.0990 0.6837 3.3016 0.00
H -2.4743 0.5199 3.9798 0.00
H -4.0782 4.3317 5.1085 0.00
H -2.8301 3.3017 5.7829 0.00
C 6.4834 4.0940 1.0529 0.00
C 6.7561 2.7548 0.2663 0.00
C 5.3952 2.1767 -0.2560 0.00
S 4.0729 3.0293 0.7412 0.00
O 3.3662 1.9892 1.4824 0.00
O 3.3808 4.0404 -0.0422 0.00
C 5.2557 3.9012 1.8684 0.00
H 6.3282 4.7986 0.2358 0.00
H 7.3497 4.4539 1.6080 0.00
H 7.2943 2.0075 0.8495 0.00
H 7.4645 2.9328 -0.5428 0.00
H 5.3278 1.1096 -0.0441 0.00
H 5.1525 2.4304 -1.2879 0.00
H 5.3492 3.2009 2.6984 0.00
H 4.7877 4.7917 2.2880 0.00
C -2.5615 0.4747 -3.2938 0.00
C -3.7441 1.2772 -2.7188 0.00
C -4.1971 2.1595 -3.9289 0.00
S -4.1523 1.0263 -5.4077 0.00
O -3.5560 1.8030 -6.5251 0.00
O -5.3704 0.2708 -5.4985 0.00
C -2.8388 -0.0629 -4.6831 0.00
H -2.2579 -0.2541 -2.5424 0.00
H -1.7376 1.1877 -3.3221 0.00
H -3.3462 1.9568 -1.9653 0.00
H -4.5201 0.6287 -2.3120 0.00
H -3.4485 2.9518 -3.9254 0.00
H -5.1059 2.7590 -3.8760 0.00
H -1.9834 -0.1543 -5.3525 0.00
H -3.3764 -1.0066 -4.5912 0.00
```